One molecule with the formula C5H12N2O2 in a non-equilibrium geometry, computed with the ωB97M-V functional and the def2-TZVPD basis.

Last column: Mulliken charge in e.
Geometry (Å):
O1 3.3255 -5.3562 1.2814  -0.621
O2 2.2653 -3.3927 1.6637  -0.480
N1 3.0551 -3.9450 -0.4696  -0.177
N2 0.3264 -4.6532 -0.3870  -0.153
C1 2.8820 -4.3010 0.8357  0.651
C2 0.8523 -4.0502 -1.6110  -0.862
C3 2.0966 -3.2138 -1.3007  0.495
C4 2.7944 -2.7640 -2.5753  -1.614
C5 -0.5524 -5.7938 -0.5982  -0.935
H1 2.1126 -2.1606 -3.1866  0.399
H2 1.9301 -2.5440 1.1669  0.364
H3 3.6795 -2.1572 -2.3423  0.421
H4 0.0312 -6.6300 -1.0067  0.288
H5 1.1274 -4.8688 -2.2924  0.402
H6 -1.3681 -5.5639 -1.3032  0.300
H7 3.1113 -3.6339 -3.1694  0.397
H8 -0.0814 -3.9308 0.2756  0.211
H9 -0.9877 -6.1078 0.3584  0.319
H10 4.0223 -3.9312 -0.7632  0.269
H11 0.1012 -3.4187 -2.1125  0.348
H12 1.7636 -2.3211 -0.7425  -0.022

Atoms 1-3, force components in eV/Å:
-0.688 2.305 -0.277
-0.950 1.575 -1.378
-0.025 0.599 -1.345

The multiplicity is 1. For the largest force on an atom, the calculation gives 3.06 eV/Å. The relative energy (zero: lowest compared OMol25 entry of this formula, charge and spin) comes out at 1.347 eV. Its total charge is 0. The frontier orbital gap is 9.46 eV. Its total energy is -457.69942 a.u.